Record 1
55
Properties=species:S:1:pos:R:3 method="wB97M-V/def2-TZVPD" spin_multiplicity=2 total_charge=+2 gap_ev="4.38 / 4.29" total_energy_ha=-11886.74874 homo_ev="-12.97 / -12.91" s_squared=0.77
Au 0.9107 1.3797 -2.8161
F -0.4426 -0.9001 -0.6334
Sb -0.8680 -2.2527 -1.9607
F -1.0099 -0.8725 -3.2360
F 1.0082 -2.3277 -2.2380
F -1.2593 -3.6229 -3.1441
F -0.6208 -3.5205 -0.5379
F -2.6514 -2.0097 -1.4136
C 2.6968 1.0493 3.7188
O 2.6886 0.0797 2.6526
C 1.4864 -0.5431 2.4080
C 1.0499 -1.2730 3.6516
C -0.1303 -1.4162 4.2446
C -1.4165 -0.9223 3.7902
C -1.7118 -0.2261 2.6863
C -0.8292 0.3306 1.6855
N -1.3536 0.9026 0.6087
C -2.6694 1.0140 0.1946
C -2.9583 1.5332 -1.0177
C -4.3364 1.5864 -1.4633
C -4.6281 2.0027 -2.7058
C -3.5637 2.3975 -3.5923
C -2.2542 2.3721 -3.2330
C -1.8875 1.9548 -1.9282
O -0.6960 1.9108 -1.4922
H 3.6752 1.5151 3.6768
H 2.5577 0.5658 4.6852
H 1.9240 1.8033 3.5607
H 1.9140 -1.7317 4.1232
H -0.1499 -1.9869 5.1650
H -2.2571 -1.1843 4.4217
H -2.7547 -0.0063 2.5278
H -0.7175 1.2077 -0.1515
H -3.4541 0.6340 0.8304
H -5.1109 1.2743 -0.7743
H -5.6487 2.0431 -3.0571
H -3.8263 2.7301 -4.5890
H -1.4722 2.6777 -3.9158
Se 4.8869 -2.8510 -4.6192
Sb 3.7381 -1.4810 -3.1587
Se 5.2500 -0.5674 -1.3961
Se 3.8833 1.9915 -5.0368
Se 2.2994 0.5003 -4.5362
N 1.3208 -2.7020 1.2954
C 1.7836 -1.5110 1.2589
C 2.5637 -1.0810 0.0792
N 2.7583 0.0960 -0.3434
C 2.1861 1.2644 0.1382
C 1.1509 1.4246 0.9664
N 0.5299 0.4109 1.7557
H 1.3069 -3.2913 0.4517
H 0.7931 -3.0326 2.0991
H 2.9935 -1.9075 -0.4851
H 2.6037 2.1596 -0.3055
H 0.7188 2.4086 1.1045


Record 2
49
Properties=species:S:1:pos:R:3 method="wB97M-V/def2-TZVPD" e_above_lowest_ev=0.0994 spin_multiplicity=4 total_charge=-1 gap_ev="4.39 / 6.94" total_energy_ha=-2537.37744 homo_ev="-1.53 / -4.10" s_squared=3.77
Ti -1.0741 -0.1432 -0.8253
C 3.2475 -0.8354 -0.3329
C 2.0963 -0.8684 -1.1318
N 1.1159 -0.2010 -0.5479
N 1.5905 0.2713 0.6179
C 2.8811 -0.0986 0.7715
B 0.6968 1.0510 1.6067
N -0.4253 0.1317 2.1446
C -0.9089 -0.0867 3.3878
C -1.9955 -0.9284 3.2929
C -2.1295 -1.1575 1.9147
N -1.2047 -0.4981 1.2416
N 0.0136 2.2234 0.8898
C -0.0983 3.5252 1.2354
C -0.9628 4.1278 0.3491
C -1.3467 3.1004 -0.5227
N -0.7658 1.9614 -0.1836
N 1.6364 1.5346 2.7262
C 2.0284 0.9125 3.8623
C 3.0782 1.6197 4.3995
C 3.2718 2.6760 3.4947
N 2.4157 2.6086 2.4907
H 4.2077 -1.2757 -0.5360
H 1.9266 -1.3436 -2.0845
H 3.4522 0.1985 1.6343
H -0.4896 0.3893 4.2548
H -2.6055 -1.3021 4.0960
H -2.8614 -1.7330 1.3709
H 0.4676 3.9318 2.0522
H -1.2609 5.1612 0.3281
H -2.0160 3.1241 -1.3666
H 1.5899 -0.0158 4.1810
H 3.6229 1.3974 5.3003
H 3.9951 3.4748 3.5287
O -1.1453 -2.0723 -1.3460
N -1.2105 -2.4440 -2.6427
C -0.9702 -3.7743 -2.9387
C -0.8839 -4.2216 -4.2205
C -1.0436 -3.3254 -5.3028
C -1.2962 -1.9804 -4.9834
C -1.3644 -1.5366 -3.6846
S -1.5074 0.1672 -3.3320
H -0.8564 -4.3958 -2.0637
H -0.6980 -5.2747 -4.3874
H -0.9872 -3.6557 -6.3297
H -1.4454 -1.2457 -5.7636
C -2.8571 0.2294 -2.0628
H -3.3762 1.1759 -2.2562
H -3.5473 -0.5790 -2.3263


Record 3
40
Properties=species:S:1:pos:R:3 method="wB97M-V/def2-TZVPD" gap_ev=4.00 total_energy_ha=-3471.61305 homo_ev=-5.85
C -1.9549 -3.9668 0.9147
O -0.8826 -3.0090 1.0250
C -1.1612 -1.8502 1.5631
C -0.1200 -1.0154 2.0689
C -0.4456 0.1751 2.7699
C 0.5644 1.0072 3.2128
C 1.9123 0.6819 3.0060
C 2.9725 1.6528 3.4415
C 2.2363 -0.5334 2.3802
C 1.2466 -1.3858 1.9255
H -1.5042 -4.8680 0.5001
H -2.3692 -4.1632 1.9090
H -2.7417 -3.5843 0.2559
H -2.2214 -1.6095 1.7111
H -1.4971 0.3915 2.9633
H 0.3367 1.9401 3.7277
H 3.9754 1.2786 3.2058
H 2.8389 2.6224 2.9388
H 2.9135 1.8406 4.5232
H 3.2894 -0.7983 2.2508
H 1.4831 -2.3555 1.4846
Cl -3.1619 4.3978 -1.8593
Zn -2.5164 3.3419 -3.6035
Cl -1.9489 1.8411 -5.0056
C -3.6190 0.8797 -1.3752
C -2.3251 0.7524 -0.8189
C -1.8688 -0.5770 -1.0529
C -2.8403 -1.2582 -1.8527
C -3.9440 -0.3271 -2.0551
C -5.0812 -0.6869 -2.7803
C -5.1903 -1.9963 -3.2396
C -4.1458 -2.9191 -3.0277
C -2.9622 -2.5532 -2.3785
H -4.2475 1.7729 -1.3992
H -1.7931 1.5440 -0.2948
H -0.9122 -0.9870 -0.7427
H -5.8488 0.0706 -2.9528
H -6.0962 -2.3062 -3.7527
H -4.2842 -3.9485 -3.3696
H -2.1373 -3.2616 -2.2419


Record 4
44
Properties=species:S:1:pos:R:3 method="wB97M-V/def2-TZVPD" e_above_lowest_ev=1.1554 smiles="CC(C)(OCc1cc(-c2nccs2)n(Cc2ccccc2Cl)n1)C(=O)O" gap_ev=8.93 total_energy_ha=-1945.00317 homo_ev=-8.64
C 4.4772 1.3731 0.5458
C 3.3025 0.8127 -0.2388
C 3.5845 0.9782 -1.7767
O 3.2462 -0.6791 0.0582
C 2.6095 -1.0158 1.4090
C 1.1935 -1.3077 1.1216
C 0.6565 -2.3782 0.2940
C -0.6821 -2.2239 0.1541
C -1.4811 -2.8634 -0.8878
N -2.7241 -2.5848 -1.0735
C -3.1577 -3.3452 -2.1482
C -2.2845 -4.1176 -2.8682
S -0.7822 -3.9748 -2.0509
N -0.9404 -1.2501 1.1258
C -2.2359 -0.8039 1.5573
C -2.5781 0.6674 1.0440
C -1.7053 1.6968 1.5377
C -1.8009 3.0038 1.1159
C -2.7832 3.4193 0.1823
C -3.7025 2.4076 -0.2446
C -3.6081 1.0578 0.2000
Cl -4.8881 0.0145 -0.3603
N 0.0935 -0.6869 1.6410
C 2.0068 1.6715 -0.0041
O 1.9634 2.4994 0.9301
O 0.8502 1.3809 -0.6694
H 5.4255 0.7812 0.4181
H 4.6210 2.4265 0.3712
H 4.3354 1.2895 1.6342
H 3.5293 2.0873 -2.1158
H 4.5665 0.5898 -2.0848
H 2.6997 0.5119 -2.3264
H 3.2033 -1.8213 1.8062
H 2.6897 -0.1675 2.1369
H 1.2705 -3.1585 -0.0802
H -4.1568 -3.3146 -2.5725
H -2.4598 -4.6205 -3.7848
H -2.3208 -0.6877 2.6272
H -3.0149 -1.6042 1.2307
H -0.8590 1.2795 2.1493
H -1.1153 3.6392 1.5650
H -2.7982 4.4822 -0.2612
H -4.3699 2.6241 -1.0513
H 0.1243 1.9116 -0.2563


Record 5
44
Properties=species:S:1:pos:R:3 method="wB97M-V/def2-TZVPD" spin_multiplicity=2 total_charge=+1 gap_ev="8.15 / 8.07" total_energy_ha=-2503.62170 homo_ev="-12.06 / -12.18" s_squared=1.13
Co 0.4660 0.3225 -0.2441
C 2.3378 2.1157 2.1174
C 1.8432 0.8157 2.6556
C 2.2245 0.4269 3.9426
C 1.8015 -0.7857 4.4513
C 1.0021 -1.5910 3.6589
C 0.6314 -1.1415 2.3946
N 1.0430 0.0479 1.9093
C -0.2453 -1.9242 1.5178
C -0.8697 -3.1031 1.9175
C -1.7049 -3.7580 1.0303
C -1.9224 -3.2115 -0.2215
C -1.2720 -2.0299 -0.5685
N -0.4307 -1.4234 0.2852
C -1.4613 -1.3573 -1.8574
C -2.2167 -1.9231 -2.8805
C -2.3876 -1.2183 -4.0593
C -1.7753 0.0139 -4.1846
C -1.0061 0.5214 -3.1343
C -0.3304 1.8400 -3.3065
N -0.8736 -0.1498 -1.9857
H 3.0677 2.5564 2.7913
H 1.5212 2.8243 1.9972
H 2.8016 1.9699 1.1439
H 2.8469 1.0801 4.5336
H 2.0901 -1.1058 5.4413
H 0.6850 -2.5555 4.0175
H -0.7120 -3.5093 2.9008
H -2.1881 -4.6780 1.3144
H -2.5869 -3.7022 -0.9102
H -2.6561 -2.8999 -2.7688
H -2.9812 -1.6293 -4.8619
H -1.8888 0.5904 -5.0893
H -0.4369 2.1952 -4.3283
H 0.7290 1.7546 -3.0736
H -0.7618 2.5885 -2.6454
N -0.3402 2.3741 0.0474
N 0.6902 3.1747 -0.4881
C 1.8424 2.5939 -1.0409
O 2.6934 3.3074 -1.5065
O 1.8601 1.3073 -0.9803
H -1.2227 2.5113 -0.4529
H -0.4994 2.5851 1.0362
H 0.5932 4.1796 -0.5154


Record 6
45
Properties=species:S:1:pos:R:3 method="wB97M-V/def2-TZVPD" spin_multiplicity=3 total_charge=+1 gap_ev="5.04 / 5.96" total_energy_ha=-1681.22648 homo_ev="-11.06 / -12.67" s_squared=2.05
C 1.1330 -1.6707 2.4760
C 2.1383 -1.2929 1.5250
C 2.0542 0.1381 1.3156
H 2.8882 -1.9392 1.1190
C 0.9578 0.6417 2.1594
C 0.3924 -0.4973 2.8560
H -0.3643 -0.4434 3.6196
H 1.0487 -2.6542 2.9030
H 2.7427 0.7341 0.7472
H 0.6968 1.6781 2.2925
C -0.6624 -2.0497 -1.1979
C -0.2905 -2.9035 -0.1341
C -1.1470 -2.6532 0.9583
H 0.4620 -3.6974 -0.1810
C -2.0446 -1.6198 0.6040
C -1.7480 -1.2329 -0.7400
H -2.2823 -0.4717 -1.3252
H -0.2619 -2.0629 -2.2209
H -1.2225 -3.2752 1.8622
H -2.8837 -1.2469 1.2060
W 0.0647 -0.5178 0.4691
O -0.0971 0.8539 -0.6702
C 0.6294 2.0667 -1.1164
C 0.2197 3.4062 -0.6616
H 1.6599 1.8919 -0.8094
H 0.6914 2.1431 -2.2195
H 0.4221 3.6513 0.4186
H -0.5074 5.7348 -0.0192
C -0.9960 5.4327 -0.9455
C -0.7576 4.0943 -1.3381
C -1.4523 3.5452 -2.4894
H -1.3525 2.4676 -2.6973
C -2.2316 4.3948 -3.2637
H -2.7587 4.0030 -4.1465
C -2.3724 5.7494 -2.8897
H -2.9942 6.4149 -3.4850
C -1.7650 6.2633 -1.7263
H -1.9099 7.2941 -1.4048
F 3.7688 -6.0375 1.9815
Te 1.9995 -5.9629 1.2775
F 0.1909 -6.2128 0.7096
F 1.3237 -5.4680 2.9916
F 2.6394 -6.6851 -0.3632
F 1.8717 -7.7642 1.8641
O 2.1065 -4.2401 0.6891


Record 7
61
Properties=species:S:1:pos:R:3 method="wB97M-V/def2-TZVPD" e_above_lowest_ev=2.2184 total_charge=-1 gap_ev=10.34 total_energy_ha=-2750.03581 homo_ev=-8.27
F -0.2459 -0.0985 -0.0830
C 0.3071 0.6865 3.0590
C 0.6351 1.9835 2.2180
O 1.7921 2.4995 2.9550
C 2.2661 1.5375 3.7270
O 3.3881 1.6025 4.2600
O 1.5011 0.5445 3.7830
F -0.4119 2.7845 2.2400
H -0.0129 0.1285 2.3570
H -0.4349 0.8735 3.6410
H 0.9351 2.0385 1.1430
C -0.2459 -3.0625 -0.6490
C -0.8149 -4.2565 -1.5110
O 0.1851 -5.2075 -1.3810
C 1.1191 -4.7985 -0.4080
O 1.8851 -5.7065 0.0630
O 0.8571 -3.6265 0.0310
F -1.2109 -4.0335 -2.7510
H -0.9539 -2.4885 0.1040
H 0.1341 -2.2275 -1.2910
H -1.6679 -4.8485 -0.8940
C -2.7419 0.5215 -2.4790
C -1.4379 0.2815 -3.2230
O -1.4129 1.0975 -4.2810
C -2.4359 1.9005 -4.2600
O -2.7319 2.7865 -5.0010
O -3.2859 1.6605 -3.1450
F -1.3589 -0.9925 -3.6480
H -2.5469 0.7535 -1.4760
H -3.3949 -0.1975 -2.5370
H -0.4459 0.3015 -2.5060
C 0.4561 3.9585 -1.5110
C 1.4601 2.7235 -1.6770
O 2.5491 3.1795 -0.8840
C 2.2691 4.3925 -0.4020
O 3.1461 4.9405 0.2150
O 1.2441 4.9175 -0.7410
F 1.8121 2.5795 -3.0060
H -0.6709 3.6695 -1.2310
H 0.2171 4.4095 -2.4870
H 1.0221 1.8715 -1.3100
C 3.0991 -1.7045 1.7460
C 3.0471 -0.9425 0.4210
O 3.9251 -1.6445 -0.4240
C 4.3241 -2.7565 0.1330
O 4.9681 -3.6215 -0.3760
O 3.9101 -2.8885 1.4160
F 3.5231 0.3355 0.5130
H 2.2121 -2.2545 1.8090
H 3.3601 -1.1925 2.5880
H 2.1041 -0.9445 -0.2840
C -2.7949 0.5435 2.1260
C -3.0379 -0.9595 1.5920
O -4.3409 -0.9835 1.0600
C -4.9019 0.0785 1.4360
O -6.0859 0.3625 1.0780
O -4.1229 0.9345 1.9820
F -3.0029 -1.8575 2.6460
H -1.9479 1.0445 1.3330
H -2.6059 0.6725 3.2490
H -2.3499 -1.3035 0.9300


Record 8
42
Properties=species:S:1:pos:R:3 method="wB97M-V/def2-TZVPD" e_above_lowest_ev=5.0657 gap_ev=5.07 total_energy_ha=-1152.12449 homo_ev=-7.29
C 2.6975 -0.7484 -0.1689
C 3.2865 0.3609 -1.0089
C 4.7817 0.0619 -1.1841
O 2.6835 0.3869 -2.3118
C 1.3723 0.8418 -2.3846
O 0.7220 0.5689 -3.3763
C 0.8619 1.6561 -1.2921
C -0.3692 2.4387 -1.5291
C -1.6919 1.8235 -1.0774
C -2.2256 2.1407 0.1760
C -3.1718 1.2769 0.7425
C -3.7280 0.2560 -0.0344
C -3.4038 0.1568 -1.3897
C -2.4144 0.9892 -1.9330
C 1.8431 2.1687 -0.3468
O 1.6078 3.0707 0.4348
O 3.1215 1.6242 -0.3554
H 1.6238 -0.6099 -0.0261
H 2.8641 -1.7210 -0.6464
H 3.1757 -0.7771 0.8174
H 5.2455 0.8279 -1.8033
H 5.2813 0.0351 -0.2104
H 4.9052 -0.9115 -1.6713
H -0.2386 3.3715 -0.9666
H -0.4445 2.5722 -2.6155
H -1.8521 3.0273 0.6901
H -3.4717 1.4315 1.7758
H -4.4421 -0.4371 0.4146
H -3.9146 -0.5464 -2.0439
H -2.1494 0.9912 -2.9925
F -0.1570 -0.1173 0.3591
N -0.8156 -1.2874 1.3316
C -0.4876 -2.5398 1.0304
C -0.7319 -3.5501 1.9479
C -1.3514 -3.2250 3.1590
C -1.7181 -1.9005 3.4093
C -1.4162 -0.9296 2.4610
H -0.0090 -2.7080 0.0705
H -0.4309 -4.5751 1.7150
H -1.5397 -4.0015 3.9089
H -2.2332 -1.6088 4.3295
H -1.6652 0.1161 2.5953


Record 9
42
Properties=species:S:1:pos:R:3 method="wB97M-V/def2-TZVPD" e_above_lowest_ev=1.2697 smiles="CC1(C)OC(=O)C(F)(Cc2ccccc2)C(=O)O1.c1ccncc1" gap_ev=9.69 total_energy_ha=-1152.26399 homo_ev=-9.18
C 2.7803 -0.7782 -0.1037
C 3.3132 0.3201 -1.0076
C 4.8348 0.2461 -1.2719
O 2.6851 0.3283 -2.3292
C 1.5344 0.9945 -2.6256
O 1.0109 0.9065 -3.7308
C 0.8922 1.6082 -1.3908
F 0.4695 0.4304 -0.7720
C -0.4306 2.4395 -1.5446
C -1.6951 1.7732 -1.0282
C -2.2846 2.1196 0.1888
C -3.3621 1.3778 0.6956
C -3.9281 0.3678 -0.0931
C -3.4380 0.1183 -1.3771
C -2.3322 0.8355 -1.8456
C 1.9329 2.2841 -0.4742
O 1.7179 3.3272 0.1391
O 3.0937 1.6141 -0.3647
H 1.7519 -0.5821 0.1665
H 2.8562 -1.7656 -0.5702
H 3.3803 -0.7931 0.8122
H 5.1215 1.1150 -1.8703
H 5.4100 0.2604 -0.3340
H 5.1187 -0.6630 -1.8102
H -0.2303 3.3882 -1.0412
H -0.5351 2.6830 -2.6081
H -1.8709 2.9503 0.7761
H -3.7515 1.5905 1.6899
H -4.7955 -0.1968 0.2802
H -3.9064 -0.6331 -2.0191
H -1.9327 0.6595 -2.8544
C -1.6848 -3.4174 3.2566
C -1.1035 -3.7765 2.0429
C -0.5163 -2.7246 1.2901
N -0.3466 -1.5179 1.8383
C -1.1219 -1.1315 2.8359
C -1.7528 -2.0800 3.6646
H -2.1015 -4.1895 3.8939
H -1.0605 -4.8010 1.6577
H -0.1969 -2.8943 0.2470
H -1.2787 -0.0434 3.0139
H -2.2470 -1.7500 4.5773


Record 10
45
Properties=species:S:1:pos:R:3 method="wB97M-V/def2-TZVPD" e_above_lowest_ev=0.0000 spin_multiplicity=5 gap_ev="6.18 / 5.11" total_energy_ha=-8205.23416 homo_ev="-6.73 / -7.39" s_squared=6.07
Fe -3.2026 -3.0373 -0.0969
S -0.8917 -3.1013 -0.0317
C -0.4512 -1.4414 -0.1090
N 0.8634 -1.1237 -0.1628
C 1.2754 0.2643 -0.3252
C 0.3651 1.2076 0.3512
N -1.0056 0.8945 -0.0344
C -1.8896 2.0614 -0.2760
C -1.5465 2.8191 -1.5239
C -1.3855 2.1579 -2.7244
C -1.0921 2.8181 -3.8847
C -1.0180 4.1966 -3.9214
C -1.2365 4.8660 -2.7333
C -1.4234 4.1889 -1.5255
C -1.4353 -0.4279 -0.1282
S -3.1339 -0.7512 -0.2520
C 1.9408 -2.0244 0.1337
C 2.6361 -1.7886 1.4466
C 4.0034 -1.5023 1.5352
C 4.6336 -1.3534 2.7695
C 3.8860 -1.4972 3.9515
C 2.5244 -1.7255 3.8874
C 1.9021 -1.8309 2.6477
H 1.3220 0.4400 -1.3987
H 2.2715 0.4064 0.0879
H 0.4902 2.2072 0.0122
H 0.4438 1.2554 1.4260
H -1.7497 2.7367 0.5477
H -2.9329 1.7571 -0.2840
H -1.4295 1.0711 -2.7756
H -0.9217 2.2776 -4.7975
H -0.6616 4.6368 -4.8300
H -1.1432 5.9380 -2.6958
H -1.5047 4.7445 -0.5539
H 2.6565 -1.9472 -0.6805
H 1.5201 -3.0523 0.2095
H 4.5797 -1.4726 0.6201
H 5.7073 -1.0901 2.8259
H 4.3279 -1.2916 4.9287
H 1.9231 -1.7196 4.7967
H 0.8185 -1.9926 2.6087
Se -5.5063 -2.3649 0.4836
Te -6.7623 -4.5200 0.1265
Te -4.9367 -6.3674 0.6415
Se -2.8305 -5.5219 -0.2924